(1)
Below is C37H37ClN8O4SiSr as an isolated structure in a non-equilibrium geometry, with properties calculated with ωB97M-V/def2-TZVPD.

Computed properties:
total energy: -2951.39203 a.u.
2S+1: 1
orbital gap (alpha / beta): 5.3 / 4.6 eV
charge: -2
LUMO (alpha / beta): 4.1 / 4.1 eV

Geometry (Å):
1 Sr 0.67209 -0.45343 -0.69277
2 C -0.07226 -1.28461 4.01034
3 C 0.12615 -0.66405 2.63661
4 N 0.86337 -1.52204 1.73746
5 C 1.87706 -2.21783 2.29115
6 C 1.99677 -2.48041 3.68046
7 C 0.84922 -2.10749 4.49002
8 C 3.09387 -3.18301 4.21019
9 C 4.04282 -3.73800 3.41562
10 C 3.92464 -3.58329 1.98789
11 C 4.83957 -4.21990 1.13994
12 C 4.67741 -4.05430 -0.22694
13 C 3.63846 -3.19255 -0.70462
14 N 2.78623 -2.57355 0.06455
15 C 2.90775 -2.76979 1.38598
16 H -0.89802 -0.95368 4.63003
17 H 0.56684 0.34311 2.79163
18 H 0.77996 -2.46875 5.49951
19 H 3.09297 -3.33996 5.30523
20 H 4.85360 -4.34100 3.80188
21 H 5.65507 -4.78621 1.55595
22 H 5.37071 -4.42098 -0.96104
23 H 3.57821 -3.03365 -1.77866
24 N 1.29902 -2.18321 -4.05971
25 C 0.44002 -1.13991 -4.39701
26 N 0.31822 -0.92586 -5.72124
27 C -0.29612 0.23985 -5.96037
28 N -0.19181 0.69110 -7.28779
29 N -0.97925 0.98015 -5.11820
30 C -1.06869 0.48660 -3.82930
31 N -0.16899 -0.49082 -3.39207
32 C -2.04736 1.02937 -2.95317
33 C -2.93172 2.00517 -3.48996
34 C -3.95071 2.49399 -2.71298
35 C -4.11818 2.06070 -1.39158
36 C -3.14998 1.16698 -0.93844
37 N -2.14227 0.64105 -1.64810
38 H 1.94412 -2.39597 -4.79719
39 H 1.80654 -1.97742 -3.21330
40 H 0.62189 0.32753 -7.74369
41 H -0.21812 1.68587 -7.33298
42 H -2.77276 2.32107 -4.50808
43 H -4.60873 3.27352 -3.08324
44 H -4.85593 2.40910 -0.70051
45 H -3.24579 0.83840 0.09743
46 C 2.63576 2.61509 -2.00020
47 C 1.60533 3.09066 -0.98008
48 C 0.29981 3.42418 -1.73979
49 C 2.06754 4.38978 -0.26655
50 C 1.30463 1.98867 0.04738
51 H 2.86761 3.40214 -2.71873
52 H 2.31935 1.73000 -2.56063
53 H 3.59599 2.29336 -1.53214
54 H 0.47945 4.13387 -2.54091
55 H -0.52353 3.81746 -1.10612
56 H -0.07821 2.50487 -2.15613
57 H 2.11180 5.20478 -0.98085
58 H 3.06495 4.25055 0.17717
59 H 1.37997 4.64215 0.53562
60 H 1.44993 2.38488 1.06573
61 O 5.57306 -0.83664 -1.92925
62 Cl 4.51274 -0.90814 -2.92825
63 O 4.55384 -2.24000 -3.52065
64 O 4.76226 0.02899 -3.97531
65 O 3.21513 -0.64905 -2.28111
66 C -2.69191 3.71600 4.09297
67 C -2.82608 2.50500 4.73602
68 C -2.50639 1.34266 4.02623
69 C -2.08132 1.36650 2.71098
70 C -1.93809 2.62150 2.07419
71 C -2.30419 3.77004 2.76299
72 Si -1.54318 -0.22837 1.91884
73 C -2.91140 -1.52707 2.09444
74 C -3.31783 -2.03508 3.32813
75 C -4.43800 -2.84652 3.41726
76 C -5.12223 -3.21831 2.28330
77 C -4.72597 -2.72262 1.03007
78 C -3.62343 -1.88636 0.95486
79 H -2.94366 4.62923 4.61661
80 H -3.10639 2.43261 5.76748
81 H -2.65776 0.39464 4.53342
82 H -1.57741 2.70435 1.06761
83 H -2.21480 4.73717 2.28446
84 H -1.43849 -0.08108 0.45716
85 H -2.81821 -1.80728 4.24072
86 H -4.74823 -3.23215 4.37854
87 H -5.96156 -3.89543 2.37440
88 H -5.28637 -2.99514 0.15515
89 H -3.32038 -1.50377 -0.00391



(2)
Below is C37H37F5N2O6P2STeTi as an isolated structure in a non-equilibrium geometry, with properties calculated with ωB97M-V/def2-TZVPD.

Computed properties:
total energy: -4690.95622 a.u.
2S+1: 1
orbital gap: 7.2 eV
charge: 0
LUMO: -1.4 eV

Geometry (Å):
1 Ti 0.29785 0.49791 0.36021
2 O 1.19453 -1.48867 4.01720
3 C 1.43006 -1.06066 2.93386
4 O 0.54872 -0.22832 2.27764
5 C 2.71059 -1.29147 2.17369
6 C 3.30582 0.07746 1.80204
7 C 4.76683 -0.06040 1.39437
8 C 4.64410 -0.73413 0.00426
9 C 3.13551 -0.86073 -0.14813
10 O 2.65175 0.33723 0.53060
11 C 2.58124 -1.97135 0.76390
12 C 1.15138 -2.31818 0.41551
13 O 0.63836 -3.38588 0.56683
14 O 0.50311 -1.24740 -0.08977
15 H 3.36124 -1.86364 2.82971
16 H 3.07830 0.87688 2.49680
17 H 5.23208 0.91981 1.32097
18 H 5.32606 -0.65462 2.11581
19 H 5.05081 -0.10223 -0.78217
20 H 5.13157 -1.70718 -0.04827
21 H 2.76504 -0.87054 -1.16854
22 H 3.15748 -2.89266 0.71885
23 C -5.04932 -1.22824 -6.01737
24 S -5.87506 -1.32408 -4.41705
25 C -5.46116 0.32567 -3.80428
26 C -3.97044 0.58351 -3.59312
27 C -3.24618 -0.56276 -2.88248
28 N -2.02632 -0.12205 -2.16622
29 P -2.07353 0.48820 -0.59112
30 C -3.43550 -0.38972 0.18151
31 C -3.16520 -1.63495 0.74773
32 C -4.20431 -2.41218 1.23331
33 C -5.51078 -1.94561 1.15749
34 C -5.77969 -0.70335 0.60037
35 C -4.74349 0.07900 0.10985
36 C -2.54745 2.24071 -0.67120
37 C -3.07197 2.87092 0.45769
38 C -3.25554 4.24440 0.46297
39 C -2.90851 4.99723 -0.65127
40 C -2.37689 4.37555 -1.77202
41 C -2.18871 3.00123 -1.77969
42 P -0.46686 -0.40862 -2.82751
43 C -0.66792 0.15888 -4.54770
44 C -0.25455 1.46169 -4.83110
45 C -0.43924 1.99438 -6.10137
46 C -1.01998 1.22424 -7.09885
47 C -1.40235 -0.08584 -6.83318
48 C -1.22246 -0.61750 -5.56553
49 C -0.38829 -2.21638 -3.02134
50 C -1.22572 -3.08692 -2.33459
51 C -1.01668 -4.45971 -2.39380
52 C 0.03909 -4.97159 -3.13019
53 C 0.89066 -4.10896 -3.81290
54 C 0.67957 -2.74094 -3.75575
55 H -5.29152 -2.13752 -6.56498
56 H -3.96603 -1.16204 -5.91074
57 H -5.40957 -0.37079 -6.58670
58 H -6.01400 0.43342 -2.86868
59 H -5.86840 1.05187 -4.50997
60 H -3.85449 1.48762 -2.99441
61 H -3.49837 0.79032 -4.55708
62 H -2.93596 -1.32983 -3.59051
63 H -3.93038 -1.05824 -2.19269
64 H -2.14282 -1.99210 0.81567
65 H -3.99370 -3.37591 1.67766
66 H -6.32272 -2.55129 1.53923
67 H -6.79823 -0.34112 0.54555
68 H -4.95466 1.04617 -0.32830
69 H -3.31525 2.29761 1.34395
70 H -3.65677 4.72552 1.34539
71 H -3.04040 6.07163 -0.64021
72 H -2.09016 4.96050 -2.63636
73 H -1.76585 2.52194 -2.65367
74 H 0.22799 2.05245 -4.05866
75 H -0.11666 3.00582 -6.31263
76 H -1.16112 1.63741 -8.08964
77 H -1.83767 -0.69439 -7.61617
78 H -1.50771 -1.64451 -5.36786
79 H -2.04116 -2.69692 -1.73645
80 H -1.67408 -5.12610 -1.85042
81 H 0.20553 -6.04042 -3.16821
82 H 1.71984 -4.50416 -4.38621
83 H 1.34440 -2.07287 -4.29453
84 N 1.61887 2.40727 -1.89134
85 C 1.12035 1.71483 -1.11184
86 F -0.76776 0.65883 4.61354
87 Te -0.39842 1.59648 3.09436
88 F -2.07151 2.38345 3.39645
89 F 0.00133 3.35078 3.58083
90 F -1.65314 0.45221 2.18272
91 F 1.35828 1.49941 3.75636
92 O 0.05030 2.03570 1.33790



(3)
Below is C37H37F5P2Sn as an isolated structure in a non-equilibrium geometry, with properties calculated with ωB97M-V/def2-TZVPD.

Computed properties:
total energy: -2828.12798 a.u.
2S+1: 1
orbital gap: 6.1 eV
charge: 0
LUMO: -0.6 eV

Geometry (Å):
1 Sn 1.44569 -0.80100 -0.46589
2 C -1.13926 1.82559 -2.83966
3 C -1.40974 2.25528 -1.60290
4 C -2.74865 2.27178 -0.92807
5 C -3.63943 1.03586 -1.18845
6 C -2.88339 -0.27321 -1.19402
7 C -2.19314 -0.73312 -2.24273
8 C -2.45522 -0.18458 -3.63499
9 C -2.16967 1.33369 -3.79224
10 C 1.98197 -1.61162 1.56705
11 H -0.15070 1.96985 -3.29079
12 H -0.66373 2.85477 -1.07935
13 H -3.26786 3.18637 -1.25149
14 H -2.60860 2.40343 0.15257
15 H -4.43338 1.01411 -0.42840
16 H -4.16367 1.18009 -2.14360
17 H -3.00186 -0.88036 -0.29038
18 H -1.53880 -1.58446 -2.14369
19 H -3.52324 -0.33156 -3.88083
20 H -1.91720 -0.73617 -4.42448
21 H -1.85982 1.56656 -4.82110
22 H -3.07874 1.92020 -3.61840
23 H 2.74686 -2.39755 1.54921
24 H 1.06432 -1.96905 2.07888
25 H 2.36942 -0.72862 2.08429
26 P 0.78766 1.55492 0.72252
27 P -0.91998 -2.08719 1.10285
28 C -0.80132 0.89788 1.23874
29 C -1.30644 -0.37844 1.46422
30 C 0.96345 3.01462 1.79080
31 C -0.03516 4.00863 1.84891
32 C 0.17502 5.14345 2.64373
33 C 1.32240 5.26805 3.43886
34 C 2.31087 4.28203 3.36117
35 C 2.15462 3.18175 2.52197
36 C 1.40818 2.12869 -0.97943
37 C 1.56684 1.25029 -2.09807
38 C 2.29561 1.64451 -3.22716
39 C 2.64672 2.97801 -3.40789
40 C 2.39866 3.87290 -2.36452
41 C 1.83244 3.45444 -1.16118
42 C -1.23963 -2.94461 2.63996
43 C -1.09766 -2.23255 3.85585
44 C -1.31976 -2.86654 5.07197
45 C -1.71834 -4.20652 5.09108
46 C -1.87836 -4.92239 3.89720
47 C -1.63020 -4.30389 2.67410
48 C -0.80431 -3.37641 -0.17928
49 C 0.47009 -3.86840 -0.59239
50 C 0.60925 -4.57933 -1.77944
51 C -0.51335 -4.84399 -2.57064
52 C -1.78090 -4.45260 -2.13722
53 C -1.93461 -3.81305 -0.91059
54 H -1.43408 1.69201 1.67328
55 H -2.19089 -0.33707 2.12824
56 H -0.95444 3.90234 1.25940
57 H -0.55609 5.94887 2.62432
58 H 1.46431 6.13929 4.08120
59 H 3.22228 4.38228 3.94135
60 H 2.94191 2.43748 2.39674
61 H 0.91767 0.34850 -2.23348
62 H 2.49764 0.89789 -3.99244
63 H 3.08808 3.29713 -4.35071
64 H 2.63822 4.92400 -2.48446
65 H 1.69448 4.15888 -0.34162
66 H -0.85511 -1.17275 3.81635
67 H -1.18943 -2.30542 5.99653
68 H -1.91540 -4.68736 6.04357
69 H -2.21926 -5.95796 3.91921
70 H -1.75553 -4.83918 1.73357
71 H 1.35683 -3.63765 0.00646
72 H 1.59663 -4.91350 -2.09677
73 H -0.39246 -5.35514 -3.52202
74 H -2.66502 -4.63199 -2.76145
75 H -2.93952 -3.57912 -0.55279
76 F 3.82177 0.57668 1.12933
77 C 3.79826 -0.01777 -0.13416
78 F 4.06951 1.01705 -0.99401
79 C 5.02212 -0.94494 -0.29477
80 F 6.21458 -0.28437 -0.18396
81 F 5.02131 -1.95447 0.60949
82 F 4.97766 -1.49424 -1.54304